# 1
{
  "formula": "C22H40B2KO12S2Sn",
  "method": "ωB97M-V/def2-TZVPD",
  "symbols": ["Sn", "K", "B", "H", "H", "H", "H", "B", "H", "H", "H", "H", "C", "C", "C", "O", "C", "C", "C", "O", "O", "O", "H", "H", "C", "S", "O", "C", "H", "H", "H", "H", "H", "H", "C", "S", "O", "C", "H", "H", "H", "H", "H", "H", "O", "C", "O", "C", "C", "C", "H", "H", "H", "H", "H", "H", "O", "C", "O", "C", "C", "C", "H", "H", "H", "H", "H", "H", "O", "C", "O", "C", "C", "C", "H", "H", "H", "H", "H", "H"],
  "xyz": [[10.845, -4.703, 34.755], [5.722, -1.774, 38.976], [8.077, 0.124, 34.925], [7.595, -0.612, 34.300], [7.273, 0.562, 35.496], [8.783, -0.335, 35.600], [8.663, 0.870, 34.411], [5.627, -6.270, 36.381], [4.736, -6.518, 35.825], [6.488, -6.865, 36.118], [5.856, -5.263, 36.068], [5.531, -6.322, 37.455], [12.842, -1.346, 43.320], [11.528, -1.292, 43.017], [10.592, -0.533, 43.937], [9.266, -0.573, 43.758], [10.952, 0.013, 45.139], [12.390, 0.073, 45.476], [13.433, -0.647, 44.489], [14.610, -0.586, 44.844], [12.776, 0.602, 46.536], [11.153, -1.985, 41.933], [13.600, -1.897, 42.784], [10.185, 0.547, 45.681], [2.247, -1.406, 32.878], [1.515, 0.111, 33.649], [2.140, 0.184, 35.050], [2.218, 1.403, 32.557], [3.329, -1.368, 33.004], [2.026, -1.350, 31.812], [1.739, -2.317, 33.194], [1.899, 2.378, 32.926], [1.822, 1.280, 31.549], [3.293, 1.225, 32.550], [10.565, -0.782, 27.825], [9.127, -1.929, 28.042], [9.241, -2.772, 29.308], [7.939, -0.575, 28.499], [11.411, -1.448, 27.653], [10.754, -0.156, 28.698], [10.368, -0.145, 26.963], [7.898, 0.168, 27.702], [8.362, -0.147, 29.408], [6.957, -0.996, 28.714], [8.809, 5.078, 30.487], [9.938, 5.314, 30.811], [10.839, 5.163, 29.856], [12.110, 5.371, 30.388], [11.939, 5.023, 31.823], [10.515, 5.586, 32.125], [12.416, 6.388, 30.142], [12.860, 4.777, 29.864], [12.724, 5.524, 32.388], [12.056, 3.942, 31.911], [10.567, 6.659, 32.306], [9.890, 5.192, 32.926], [15.081, 4.432, 37.995], [13.952, 4.361, 38.463], [13.461, 5.339, 39.246], [12.261, 4.892, 39.955], [11.744, 3.805, 39.087], [12.994, 3.276, 38.294], [11.581, 5.743, 39.954], [12.476, 4.544, 40.965], [10.958, 4.190, 38.438], [11.184, 3.045, 39.631], [12.689, 3.061, 37.269], [13.447, 2.413, 38.783], [5.849, 7.729, 36.839], [4.705, 7.315, 36.918], [3.662, 8.164, 36.724], [2.442, 7.528, 37.062], [2.896, 6.225, 37.751], [4.267, 5.917, 37.279], [1.866, 7.298, 36.166], [1.770, 7.995, 37.782], [2.173, 5.489, 37.397], [2.914, 6.328, 38.836], [4.169, 5.406, 36.322], [4.875, 5.381, 38.008]],
  "atomic_forces_ev_per_a": [[-0.3, 0.2, 0.1], [0.2, -0.2, -0.6], [0.0, -0.1, -0.1], [-1.6, -3.0, -2.8], [-3.3, 2.1, 2.5], [2.9, -2.2, 3.0], [2.0, 3.1, -2.4], [-0.1, 0.0, 0.1], [-3.6, -1.4, -2.0], [3.4, -2.7, -1.3], [1.1, 4.5, -1.1], [-0.7, -0.2, 4.5], [3.6, 1.1, 2.5], [-2.8, -2.7, -4.6], [-6.4, -1.6, -1.5], [4.6, 0.0, -0.4], [3.0, 0.8, 0.1], [0.1, 0.5, 2.0], [-0.2, 0.9, 1.5], [-1.6, -0.5, -1.3], [-0.5, -1.0, -2.3], [0.5, 2.9, 4.2], [-0.4, -0.3, -0.5], [0.2, -0.1, 0.3], [-0.3, 1.1, -0.8], [0.3, -0.9, 1.6], [-0.7, 0.3, -2.0], [0.3, -0.9, 0.2], [-0.1, -0.3, 0.3], [0.1, 0.2, -0.2], [0.3, 0.3, 0.7], [0.3, -0.2, 0.2], [-0.1, -0.2, 0.1], [0.1, 0.5, 0.0], [-0.3, -0.6, 0.4], [-0.6, 0.1, 1.5], [0.3, 1.2, -1.7], [0.7, -0.5, 0.0], [0.1, 0.2, -0.1], [-0.2, -0.2, 0.1], [0.0, -0.2, -0.1], [0.0, -0.1, 0.0], [-0.1, 0.1, 0.0], [0.2, -0.1, -0.1], [-1.0, 0.5, 0.7], [-2.8, -1.0, -1.3], [0.8, 0.0, -1.5], [1.2, 0.4, -0.9], [0.7, 0.8, 1.5], [1.3, -0.1, 0.5], [0.0, 0.4, 0.5], [-0.2, -0.4, 0.0], [-0.1, -0.3, 0.4], [-0.4, 0.0, 0.4], [0.1, 0.1, -0.2], [0.4, -0.4, -0.2], [-1.7, 0.0, 0.6], [2.8, 1.2, -1.1], [-0.1, 0.1, 1.0], [0.4, 0.8, -0.6], [-0.8, -1.4, -0.8], [-2.3, -0.5, 1.0], [0.2, 0.0, 0.4], [0.4, 0.3, 0.0], [0.4, 0.2, -0.5], [0.4, -0.2, 0.2], [0.6, -0.1, 0.0], [-0.2, -0.3, -0.2], [-1.7, -0.7, -0.1], [3.2, 1.2, 0.3], [-0.2, 0.4, 0.2], [0.1, -1.7, 0.5], [-1.9, -0.6, 0.2], [-0.4, 0.7, -0.9], [0.1, 0.2, -0.2], [0.5, 1.0, -0.3], [0.0, -0.4, 0.8], [-0.4, 0.0, 0.0], [0.5, -0.4, 0.0], [0.2, 0.3, -0.5]],
  "charge": -1,
  "fmax_ev_per_a": 6.77,
  "homo_lumo_gap_ev": 1.5,
  "lumo_energy_ev": -3.12
}

***

# 2
{
  "formula": "C18H32N2O5OsSSi",
  "method": "ωB97M-V/def2-TZVPD",
  "symbols": ["Os", "C", "C", "C", "C", "O", "Si", "S", "O", "C", "C", "C", "C", "O", "C", "C", "C", "C", "H", "H", "H", "H", "H", "H", "H", "H", "H", "H", "H", "H", "H", "H", "H", "H", "H", "H", "H", "H", "H", "H", "H", "H", "H", "H", "H", "O", "N", "N", "O", "C", "C", "C", "C", "C", "C", "H", "H", "H", "H", "H"],
  "xyz": [[-0.025, -0.229, -0.009], [3.956, -0.590, -1.176], [3.162, -0.857, 0.085], [2.572, -2.248, 0.090], [3.955, -0.584, 1.345], [1.972, 0.113, 0.068], [2.060, 1.846, 0.225], [-0.087, 2.012, 0.038], [2.606, 2.093, 1.694], [2.745, 3.282, 2.550], [2.774, 4.529, 1.685], [4.051, 3.093, 3.300], [1.553, 3.278, 3.492], [2.911, 2.524, -0.925], [2.759, 3.056, -2.284], [4.171, 3.184, -2.827], [1.931, 2.090, -3.115], [2.085, 4.412, -2.166], [4.804, -1.274, -1.201], [4.343, 0.428, -1.194], [3.353, -0.765, -2.066], [3.393, -2.965, 0.096], [1.979, -2.433, -0.807], [1.971, -2.423, 0.983], [4.750, -1.328, 1.410], [3.330, -0.666, 2.234], [4.415, 0.402, 1.330], [3.604, 4.495, 0.980], [2.892, 5.410, 2.315], [1.837, 4.645, 1.131], [4.891, 3.063, 2.605], [4.032, 2.167, 3.875], [4.207, 3.922, 3.990], [0.619, 3.379, 2.936], [1.626, 4.115, 4.186], [1.525, 2.354, 4.069], [4.649, 2.207, -2.908], [4.772, 3.817, -2.176], [4.145, 3.634, -3.818], [2.394, 1.102, -3.139], [1.866, 2.453, -4.140], [0.913, 2.009, -2.728], [2.677, 5.080, -1.541], [1.086, 4.316, -1.736], [1.985, 4.864, -3.152], [-2.043, -0.438, -0.100], [-2.552, -1.594, -0.112], [-1.687, -2.547, -0.064], [-0.391, -2.332, -0.008], [-2.156, -3.866, -0.069], [-3.581, -4.100, -0.129], [-4.061, -5.400, -0.133], [-3.167, -6.451, -0.080], [-1.755, -6.198, -0.021], [-1.249, -4.910, -0.016], [-4.268, -3.267, -0.169], [-5.128, -5.561, -0.178], [-3.519, -7.475, -0.081], [-1.062, -7.029, 0.020], [-0.186, -4.732, 0.030]],
  "atomic_forces_ev_per_a": [[0.6, 0.2, 0.0], [0.0, 0.0, 0.0], [0.1, -0.1, 0.0], [0.0, 0.0, 0.0], [0.0, 0.0, 0.0], [-0.3, 0.0, 0.0], [0.0, 0.2, 0.0], [0.1, -0.1, 0.0], [-0.1, -0.1, 0.0], [0.0, 0.0, 0.1], [0.0, 0.0, 0.0], [0.0, 0.0, 0.0], [0.0, 0.0, 0.0], [0.0, -0.1, 0.1], [0.0, 0.1, -0.1], [0.0, 0.0, 0.0], [0.0, 0.0, 0.0], [0.0, 0.0, 0.0], [0.0, 0.0, 0.0], [0.0, 0.0, 0.0], [0.0, 0.0, 0.0], [0.0, 0.0, 0.0], [0.0, 0.0, 0.0], [0.0, 0.0, 0.0], [0.0, 0.0, 0.0], [0.0, 0.0, 0.0], [0.0, 0.0, 0.0], [0.0, 0.0, 0.0], [0.0, 0.0, 0.0], [0.0, 0.0, 0.0], [0.0, 0.0, 0.0], [0.0, 0.0, 0.0], [0.0, 0.0, 0.0], [0.0, 0.0, 0.0], [0.0, 0.0, 0.0], [0.0, 0.0, 0.0], [0.0, 0.0, 0.0], [0.0, 0.0, 0.0], [0.0, 0.0, 0.0], [0.0, 0.0, 0.0], [0.0, 0.0, 0.0], [0.0, 0.0, 0.0], [0.0, 0.0, 0.0], [0.0, 0.0, 0.0], [0.0, 0.0, 0.0], [-0.5, -0.3, 0.0], [-0.3, 0.5, 0.0], [0.5, -0.7, 0.0], [-0.2, 0.0, 0.0], [-0.6, 0.6, 0.0], [-0.2, -0.5, 0.0], [-0.1, 1.1, 0.0], [0.6, -0.2, 0.0], [0.2, 0.5, 0.0], [0.1, -1.1, 0.0], [0.1, 0.0, 0.0], [0.0, -0.1, 0.0], [0.0, 0.0, 0.0], [-0.1, 0.0, 0.0], [0.0, 0.1, 0.0]],
  "charge": 2,
  "multiplicity": 5,
  "fmax_ev_per_a": 1.13,
  "homo_lumo_gap_ev": [7.1, 4.2],
  "lumo_energy_ev": [-7.81, -10.91]
}

***

# 3
{
  "formula": "CBr3ClS",
  "method": "ωB97M-V/def2-TZVPD",
  "symbols": ["C", "S", "Cl", "Br", "Br", "Br"],
  "xyz": [[-0.898, 0.258, 0.487], [0.954, -1.454, -1.593], [2.674, -0.517, -1.310], [-0.237, -0.520, 2.059], [-2.751, 0.490, 0.510], [0.259, 1.743, -0.153]],
  "atomic_forces_ev_per_a": [[1.1, 1.1, 0.1], [0.0, 0.0, 0.0], [0.0, -0.1, 0.0], [0.1, -0.1, -0.1], [0.2, 0.1, -0.4], [-1.3, -0.9, 0.5]],
  "charge": 0,
  "fmax_ev_per_a": 1.67,
  "homo_lumo_gap_ev": [7.9, 6.6],
  "lumo_energy_ev": [-1.56, -2.39],
  "de_lowest_ev": 1.696
}

***

# 4
{
  "formula": "C11H9N2O2",
  "method": "ωB97M-V/def2-TZVPD",
  "symbols": ["C", "C", "C", "C", "C", "C", "C", "C", "C", "C", "C", "N", "N", "O", "O", "H", "H", "H", "H", "H", "H", "H", "H", "H"],
  "xyz": [[3.233, -0.514, 0.181], [2.415, -0.344, 1.301], [3.002, 0.138, -1.028], [1.317, 0.453, 1.191], [1.880, 0.937, -1.162], [0.951, 1.099, -0.050], [-1.412, 2.311, -0.061], [-0.194, 1.913, -0.155], [-4.266, -0.520, 0.360], [-1.301, -0.485, -0.383], [-0.921, -1.879, -0.305], [-2.511, 1.406, -0.253], [-2.292, 0.194, -0.263], [-4.869, -0.046, -0.499], [-3.908, -1.179, 1.243], [4.084, -1.125, 0.374], [2.698, -0.903, 2.344], [3.648, 0.007, -1.822], [0.668, 0.654, 1.974], [1.813, 1.507, -2.069], [-1.749, 3.283, 0.029], [-0.660, -2.460, -1.277], [-1.715, -2.458, 0.132], [0.088, -1.992, 0.198]],
  "atomic_forces_ev_per_a": [[0.5, -0.5, 0.7], [0.8, -1.1, 1.6], [-2.0, 0.1, 2.3], [0.2, 0.7, -1.6], [0.1, 0.0, 1.2], [0.6, -0.1, -0.8], [0.2, -2.3, -0.5], [1.6, -1.7, 0.1], [-0.7, -0.8, -0.1], [1.6, -0.8, -1.0], [2.4, -1.5, -1.1], [-3.1, 3.0, 0.6], [1.3, 0.4, -0.5], [-0.9, 0.7, -0.8], [0.4, -0.4, 1.1], [0.8, -0.4, -0.5], [-0.8, 1.5, -2.7], [1.4, -0.2, -1.6], [-1.1, 0.1, 1.6], [-0.6, 0.2, -0.3], [-0.7, 1.9, 0.2], [-0.7, 1.5, 0.9], [-0.2, -0.3, 0.8], [-1.3, 0.2, 0.2]],
  "charge": -1,
  "fmax_ev_per_a": 4.30,
  "homo_lumo_gap_ev": [5.7, 5.7],
  "lumo_energy_ev": [3.31, 3.31],
  "de_lowest_ev": 4.318
}

***

> Number 1 is which compound?

C22H40B2KO12S2Sn

***

> What is the charge in the second record?

+2